{
  "formula": "C28H78N6O8",
  "method": "ωB97M-V with the def2-TZVPD basis set",
  "species": ["C", "O", "C", "C", "C", "N", "H", "H", "H", "H", "H", "H", "H", "H", "H", "H", "H", "C", "O", "C", "C", "C", "N", "H", "H", "H", "H", "H", "H", "H", "H", "H", "H", "H", "C", "O", "C", "C", "C", "N", "H", "H", "H", "H", "H", "H", "H", "H", "H", "H", "H", "C", "O", "C", "C", "C", "N", "H", "H", "H", "H", "H", "H", "H", "H", "H", "H", "H", "C", "O", "C", "C", "C", "N", "H", "H", "H", "H", "H", "H", "H", "H", "H", "H", "H", "C", "O", "C", "C", "C", "N", "H", "H", "H", "H", "H", "H", "H", "H", "H", "H", "H", "C", "C", "O", "H", "H", "H", "H", "H", "H", "C", "C", "O", "H", "H", "H", "H", "H", "H"],
  "xyz": [[5.890, -3.333, -1.919], [4.418, -3.527, -1.959], [3.834, -2.440, -2.692], [2.393, -2.903, -3.137], [1.707, -1.836, -3.967], [1.466, -3.166, -2.081], [6.336, -3.313, -2.914], [6.313, -4.094, -1.262], [6.124, -2.426, -1.362], [3.796, -1.527, -2.097], [4.344, -2.351, -3.651], [2.403, -3.813, -3.738], [1.578, -0.928, -3.378], [0.736, -2.103, -4.385], [2.336, -1.557, -4.813], [1.970, -3.751, -1.430], [1.269, -2.353, -1.516], [-1.633, 4.168, -0.255], [-1.767, 3.082, 0.667], [-2.383, 3.488, 1.928], [-1.369, 4.170, 2.853], [-0.130, 3.256, 3.095], [-1.923, 4.535, 4.139], [-1.091, 5.008, 0.180], [-2.634, 4.432, -0.595], [-0.973, 3.807, -1.045], [-3.331, 4.011, 1.811], [-2.712, 2.582, 2.437], [-1.061, 5.092, 2.359], [0.275, 2.882, 2.154], [-0.404, 2.346, 3.630], [0.655, 3.820, 3.598], [-2.448, 3.731, 4.453], [-1.201, 4.517, 4.845], [-1.559, -0.610, 3.533], [-1.935, -1.889, 3.050], [-3.242, -2.313, 3.415], [-3.671, -3.533, 2.517], [-3.463, -3.237, 1.020], [-5.035, -3.945, 2.802], [-0.996, -0.718, 4.460], [-2.316, 0.170, 3.619], [-0.832, -0.184, 2.841], [-3.243, -2.688, 4.438], [-4.048, -1.581, 3.363], [-3.017, -4.339, 2.852], [-3.863, -4.026, 0.384], [-2.387, -3.118, 0.888], [-3.870, -2.284, 0.680], [-5.381, -4.661, 2.178], [-4.980, -4.442, 3.680], [-1.587, -6.403, 0.801], [-0.646, -5.324, 0.738], [-0.154, -4.909, 1.963], [0.751, -3.662, 1.847], [1.069, -3.106, 3.288], [0.111, -2.592, 1.167], [-1.053, -7.347, 0.915], [-1.912, -6.530, -0.231], [-2.339, -6.320, 1.586], [-1.030, -4.622, 2.546], [0.304, -5.739, 2.502], [1.631, -3.849, 1.231], [0.219, -2.973, 3.957], [1.583, -2.151, 3.176], [1.849, -3.704, 3.761], [-0.503, -3.050, 0.509], [-0.616, -2.237, 1.771], [-3.110, -0.190, -0.880], [-3.491, -1.245, -1.783], [-2.435, -1.892, -2.418], [-3.070, -2.895, -3.431], [-4.042, -3.936, -2.776], [-2.044, -3.753, -4.110], [-2.434, 0.571, -1.267], [-2.582, -0.691, -0.069], [-3.997, 0.336, -0.528], [-1.695, -1.213, -2.841], [-1.848, -2.426, -1.671], [-3.573, -2.369, -4.242], [-3.507, -4.534, -2.038], [-4.565, -4.588, -3.476], [-4.791, -3.359, -2.233], [-1.759, -4.534, -3.536], [-1.215, -3.200, -4.273], [-0.735, 6.996, -2.278], [0.485, 6.480, -1.756], [1.115, 5.576, -2.607], [2.553, 5.188, -2.065], [3.435, 6.324, -1.609], [3.331, 4.240, -2.874], [-0.623, 7.337, -3.308], [-1.007, 7.801, -1.596], [-1.494, 6.221, -2.176], [0.539, 4.666, -2.773], [1.210, 6.163, -3.520], [2.191, 4.674, -1.174], [4.480, 6.064, -1.441], [3.028, 6.844, -0.741], [3.570, 7.120, -2.341], [4.113, 3.846, -2.371], [2.805, 3.490, -3.300], [1.183, 1.618, -0.940], [0.634, 0.614, 0.079], [0.890, -0.665, -0.475], [0.480, 1.727, -1.765], [2.194, 1.336, -1.233], [1.210, 2.634, -0.546], [-0.405, 0.767, 0.369], [1.224, 0.715, 0.990], [0.719, -1.322, 0.204], [4.246, 2.886, 2.348], [3.582, 3.729, 1.235], [3.999, 5.057, 1.446], [5.335, 2.925, 2.325], [3.936, 1.844, 2.265], [3.936, 3.199, 3.345], [2.494, 3.759, 1.168], [3.945, 3.417, 0.256], [4.936, 5.060, 1.235]],
  "orbital_gap_ev": 9.15,
  "total_charge": 0,
  "smiles": "COC[C@H](C)N.COC[C@H](C)N.COC[C@H](C)N.COC[C@H](C)N.COC[C@H](C)N.COC[C@H](C)N.CCO.CCO",
  "homo_energy_ha": -0.3179
}